# 1
{"formula": "C16H30CaF12O15P2", "method": "ωB97M-V/def2-TZVPD", "molar_mass_g_mol": 792.40, "charge": 0, "largest_force_ha_per_bohr": 0.08866, "multiplicity": 1, "homo_lumo_gap_ev": 4.9, "elements": ["O", "H", "C", "H", "O", "F", "F", "C", "H", "O", "C", "F", "H", "C", "O", "H", "H", "P", "C", "F", "C", "C", "O", "H", "H", "H", "C", "H", "O", "H", "H", "F", "O", "H", "H", "O", "C", "H", "H", "O", "O", "Ca", "C", "C", "H", "F", "H", "C", "H", "F", "C", "H", "H", "C", "P", "C", "F", "H", "O", "H", "F", "F", "H", "H", "C", "H", "H", "O", "O", "O", "H", "O", "F", "H", "H", "F"], "coordinates": [[6.066536, 0.101281, -1.583682], [2.139486, -4.824209, 0.010438], [2.225106, -5.784399, -0.498292], [-2.504784, 0.063041, -8.445152], [6.308356, 0.638761, 0.432578], [-4.767094, -0.332959, 0.696818], [1.799666, 4.404051, 3.650568], [5.581696, -0.824469, -2.595422], [-1.318574, -2.397289, 6.911258], [-0.719984, -5.808039, -2.240302], [-3.627434, 5.848301, -1.215102], [-6.830094, -0.031739, 1.577128], [-2.783564, -5.950439, -2.227162], [-2.000944, -5.289889, -2.600382], [-0.222544, 6.174471, -1.712092], [6.869896, 0.123121, 2.417718], [1.596716, 5.910721, -0.768032], [0.891846, 4.139841, 4.989398], [0.816306, -3.789349, 5.895258], [-5.031674, 0.985691, 2.477148], [5.378816, 0.239171, -0.493472], [-2.737154, 1.943251, -7.370262], [-2.315784, 6.273781, -1.563092], [2.443126, -6.621679, 0.164678], [5.192766, -1.732629, -2.134922], [-2.193404, -4.282339, -2.231722], [-1.285814, 5.471961, -1.387892], [-4.060254, 6.819511, -1.454912], [0.380016, -3.681889, 7.139558], [-3.928674, 4.998061, -1.827022], [-1.255334, 3.520001, -7.529692], [-5.824014, -2.006569, 1.811728], [-2.445144, 1.939881, -5.998152], [-2.899724, 4.138281, -7.330532], [0.179176, -1.726479, 7.614158], [4.175046, 0.007821, -0.329302], [6.000006, 0.428221, 1.836068], [-3.818414, 1.913751, -7.504852], [-2.049644, -5.141499, -3.679132], [-1.347174, 0.162031, -6.722522], [1.121326, -6.069979, -1.296362], [-0.259444, 0.064651, 1.060058], [1.055706, 5.612151, -1.665952], [1.186836, -6.082699, 6.666798], [1.456426, -7.082109, 6.325328], [-0.076294, 5.457211, 4.630868], [1.807246, -5.924579, 7.548948], [-2.302264, 3.342831, -7.775972], [1.609866, 6.079371, -2.480022], [-0.159564, 3.149591, 4.301728], [0.060896, -5.266259, -1.329472], [4.772476, -0.432799, -3.211762], [5.211956, -0.318229, 1.935418], [-1.553664, 0.906711, -5.651452], [-5.379754, -0.510749, 2.188858], [-1.924044, 0.795561, -7.884562], [0.070036, 3.856311, 6.428048], [-1.174544, 1.100011, -8.615072], [0.802376, -2.906089, 4.984698], [3.181856, -5.762259, -1.020052], [1.703576, 2.805041, 5.493568], [-3.920244, -1.003739, 2.718128], [-2.336044, 3.600771, -8.834472], [-3.638694, 5.541191, -0.169322], [-0.435784, -2.620439, 7.510398], [-0.765484, -2.862499, 8.520738], [5.628216, 1.320241, 2.340218], [1.240776, -5.062859, 5.660808], [-1.140834, 0.581901, -4.530422], [-0.149464, -4.274599, -0.650912], [1.161276, 4.528681, -1.721282], [-1.294734, 4.324411, -0.921242], [-6.048204, -0.743949, 3.676478], [6.370756, -1.194709, -3.249952], [0.151786, -6.138359, 7.003958], [1.888366, 5.171141, 5.831878]], "forces_ev_per_angstrom": [[0.40, -0.90, -2.38], [-0.25, -0.27, 0.26], [1.47, 0.26, 1.06], [-0.19, -0.18, 0.44], [-1.19, -0.39, 0.45], [1.00, -0.13, -0.63], [-0.83, -1.00, 0.58], [-0.73, -0.52, 0.10], [0.30, -0.44, -0.45], [-0.49, -0.10, -0.58], [0.56, 0.27, -0.03], [0.33, 0.13, 0.49], [0.18, -0.05, -0.18], [-0.36, 1.01, 0.13], [-0.03, 0.07, -0.38], [0.26, -0.13, -0.72], [-0.35, 0.11, 0.30], [-0.38, 1.92, 3.98], [-0.19, 1.04, -2.71], [0.70, 1.20, 0.86], [-0.77, -0.22, 2.09], [0.01, 2.08, 0.00], [1.11, -0.47, -0.35], [-0.75, 0.14, 0.51], [-0.08, 0.17, 0.41], [0.29, -0.10, 0.57], [-0.17, -1.66, 1.55], [-1.37, -0.70, 0.44], [0.35, -1.15, -0.99], [-0.23, 0.27, -0.14], [0.03, -0.15, 0.37], [0.77, -0.63, 0.06], [1.43, -1.63, 3.06], [-0.07, -0.35, 0.45], [-0.16, 0.19, -0.25], [2.01, 0.39, 0.00], [-0.89, 0.18, 0.20], [0.00, -0.71, 0.03], [0.18, -0.68, -0.03], [0.36, 0.20, -1.24], [0.01, -0.14, -0.54], [-0.68, 0.22, 0.51], [1.76, 0.10, 0.10], [-1.06, -0.04, 1.04], [0.11, 0.49, -0.95], [0.89, -1.61, 0.04], [0.13, 0.63, -0.19], [0.56, 0.78, -1.20], [-0.08, -0.22, -0.15], [-0.21, -0.24, -1.70], [-0.26, 0.44, 0.50], [0.15, 0.44, 0.19], [0.15, -0.12, -0.09], [-1.06, -0.40, 2.44], [-3.40, -0.96, -0.31], [-0.01, -1.04, -1.27], [-0.24, 1.19, -0.94], [0.49, 0.18, 0.48], [0.06, -3.12, 3.33], [-0.36, 0.27, -1.02], [1.27, 0.47, -1.48], [0.51, -0.09, 0.09], [-0.29, -0.60, -0.35], [-0.31, 0.30, 0.01], [-0.26, 1.86, 1.48], [-0.10, -0.07, -0.11], [-0.01, 0.31, -0.47], [0.74, 0.88, -0.57], [-1.21, 1.79, -3.08], [0.35, -0.53, -0.60], [-0.72, 0.01, -0.23], [-0.08, 1.67, -1.01], [0.91, 0.53, -0.82], [0.42, 0.79, 0.33], [0.04, -0.12, 0.16], [-0.48, -1.16, -0.93]]}

# 2
{"formula": "C16H30ClFeO13P3", "method": "ωB97M-V/def2-TZVPD", "molar_mass_g_mol": 614.62, "s2": 8.80, "charge": 1, "largest_force_ha_per_bohr": 0.01717, "multiplicity": 6, "homo_lumo_gap_ev": [8.1, 5.6], "elements": ["C", "C", "C", "O", "O", "H", "H", "O", "H", "H", "H", "H", "H", "H", "H", "C", "O", "O", "O", "H", "H", "O", "H", "C", "H", "H", "H", "C", "Cl", "H", "H", "C", "H", "O", "H", "O", "H", "H", "H", "C", "C", "H", "H", "H", "C", "H", "P", "C", "O", "C", "H", "O", "Fe", "C", "P", "P", "O", "O", "H", "C", "C", "H", "C", "H"], "coordinates": [[-3.349941, 4.201034, -0.093777], [3.945633, 1.278072, -1.430423], [-3.142376, 2.969418, -0.970732], [1.179320, -0.746004, 1.615804], [-0.495648, 3.222016, -0.324404], [1.671582, -0.338946, 4.168516], [-1.639765, -5.518733, 1.006570], [-1.079712, 1.372350, -1.852991], [2.661140, -1.775606, 4.461653], [3.770318, 0.679927, -2.314512], [-0.882144, -4.412973, -0.149433], [2.232165, -2.482296, 2.046537], [-3.267072, -2.547163, -2.559876], [4.436925, 3.406051, 1.791590], [-3.743020, 3.580441, -2.741317], [2.822737, 1.462923, -0.534074], [-2.164625, -2.061155, -0.858460], [1.726652, 0.941643, -0.816746], [-2.305381, 0.928715, 0.699213], [5.997506, 1.704465, -1.838064], [0.039753, -5.008027, 1.232333], [-4.035575, 2.933555, -2.086507], [-4.401918, 4.288075, 0.174824], [3.039973, 2.258411, 0.667115], [2.182153, -2.667306, -3.262491], [-2.758603, -3.888249, -1.516518], [0.713852, -1.188833, -1.859653], [-0.946851, -4.681566, 0.903156], [6.840173, 3.302296, 0.333909], [-0.528689, 4.012828, -3.076909], [2.285532, 3.120005, 2.531031], [0.845136, -2.250947, -1.641134], [-2.736773, 4.146650, 0.806098], [-0.494572, -2.455843, 1.892015], [-3.049648, 5.096155, -0.639986], [0.826517, -2.468630, -0.212280], [-4.548442, 1.925044, 1.774770], [0.937857, -1.944981, 4.090380], [-4.465999, 0.817526, -1.865042], [5.330880, 2.606091, -0.001390], [1.982307, 2.501445, 1.673966], [2.310780, -3.798812, -1.910223], [2.994114, -2.175741, -1.765383], [3.125801, -0.968485, 2.181713], [5.159678, 1.837222, -1.167547], [-1.611384, -3.871297, 2.778202], [-1.378129, 2.805258, -1.464095], [4.264768, 2.808135, 0.904445], [-4.752501, 1.682908, 0.861398], [-1.448703, -3.540402, 1.754614], [-0.000419, -2.784714, -2.072785], [-1.393146, 3.836463, -2.685051], [-0.147273, 0.988324, 0.051113], [2.162219, -2.752088, -2.175090], [-3.485499, 1.432839, -0.050186], [0.012817, -1.470912, 0.747150], [-3.994876, 0.401095, -1.123954], [0.851779, 2.075611, 1.620928], [-4.098612, -2.843476, -1.014919], [-3.132877, -2.866401, -1.524335], [2.170829, -1.451577, 2.397284], [-2.496900, -1.157872, -0.807548], [1.837754, -1.374551, 3.868314], [-2.381578, -3.129406, 1.373194]], "forces_ev_per_angstrom": [[-0.03, 0.03, -0.04], [-0.14, 0.05, 0.15], [-0.04, 0.00, -0.01], [0.06, -0.11, 0.01], [0.08, 0.06, -0.08], [0.02, 0.00, 0.00], [0.02, 0.00, -0.02], [0.03, -0.17, -0.06], [-0.01, -0.01, -0.02], [0.00, 0.00, 0.00], [-0.01, 0.03, 0.02], [0.01, -0.01, 0.03], [0.00, -0.01, -0.01], [0.01, -0.01, -0.01], [0.01, -0.01, -0.01], [0.24, 0.02, 0.08], [-0.02, -0.04, 0.05], [-0.20, 0.00, -0.11], [0.08, 0.07, 0.13], [0.00, -0.01, 0.00], [-0.02, -0.01, 0.02], [0.04, -0.01, 0.05], [0.00, 0.00, -0.01], [-0.35, -0.08, 0.09], [-0.01, 0.01, 0.01], [-0.02, -0.01, -0.02], [-0.04, 0.01, 0.01], [0.02, -0.05, -0.02], [0.11, 0.06, 0.02], [-0.04, 0.00, -0.01], [0.01, 0.01, 0.00], [-0.01, 0.00, 0.04], [0.00, -0.02, -0.01], [-0.28, -0.17, -0.15], [-0.01, 0.00, 0.00], [-0.14, -0.05, -0.10], [-0.02, -0.03, -0.03], [-0.01, 0.02, -0.01], [0.11, 0.04, -0.02], [-0.23, -0.01, 0.11], [0.23, -0.09, -0.31], [0.00, 0.00, -0.01], [-0.02, -0.01, 0.01], [-0.01, 0.02, -0.01], [-0.01, 0.04, 0.06], [0.01, 0.01, 0.02], [0.08, 0.19, 0.02], [0.39, 0.03, -0.16], [0.04, -0.01, 0.10], [-0.03, 0.16, 0.06], [0.02, -0.04, -0.01], [0.00, -0.13, -0.05], [-0.57, 0.16, -0.01], [0.08, -0.02, -0.01], [0.10, 0.04, 0.03], [0.81, 0.34, 0.10], [-0.15, -0.08, 0.03], [-0.19, -0.21, 0.19], [0.01, 0.01, 0.01], [0.02, 0.03, 0.00], [-0.03, -0.03, -0.04], [-0.03, 0.02, -0.10], [0.00, 0.00, 0.05], [0.00, -0.02, -0.03]]}